Entry 1:
A 6-piece molecular cluster, C8H28O6 overall, computed with the ωB97M-V functional and the def2-TZVPD basis.

Geometry (Å):
C -15.33644 -23.21338 -8.97754
H -7.86104 -23.12943 -5.20203
H -10.63819 -20.91960 -7.21970
H -13.49824 -24.95412 -7.08722
H -10.81124 -20.25460 -8.83472
C -9.40238 -23.20213 -3.66965
H -16.37326 -23.53582 -7.34175
H -8.68616 -23.49750 -2.90077
H -14.63484 -22.68043 -8.33221
O -16.18248 -24.01351 -8.15016
C -10.47976 -22.33543 -3.05133
H -11.30545 -22.13143 -3.73315
H -10.37878 -19.35639 -4.54904
H -14.79366 -23.86800 -9.65187
O -12.96984 -21.74281 -10.92510
H -10.47378 -24.24131 -4.94520
H -10.09352 -21.35119 -2.75521
C -11.36422 -20.69346 -8.00184
H -8.18992 -21.60079 -4.40261
H -12.39211 -21.88043 -9.18810
H -12.68618 -25.89180 -5.79908
H -10.81202 -22.80038 -2.12276
H -11.84156 -19.98778 -5.29900
H -12.02033 -23.12716 -12.11576
C -8.66149 -22.50915 -4.79697
H -15.93220 -22.50824 -9.56530
H -11.91738 -23.51004 -7.10664
O -11.97448 -21.94654 -8.30643
H -11.88759 -19.58468 -3.59209
H -9.27658 -22.17665 -5.63671
C -11.46548 -19.27878 -4.55038
O -11.67397 -24.20993 -6.48571
H -12.35902 -23.72399 -10.49395
H -12.56177 -17.66428 -4.31414
H -12.10481 -19.97525 -7.64512
H -13.64951 -23.57244 -11.67810
H -13.44639 -24.29457 -5.44672
H -13.76861 -21.41459 -11.34079
C -12.74328 -23.09766 -11.29621
C -12.90228 -24.89926 -6.17439
O -9.99399 -24.42074 -4.12133
O -11.89278 -17.97275 -4.92475

Output
DFT total energy = -21032.90534 eV
relative energy (zero: lowest compared OMol25 entry of this formula, charge and spin) = 1.341 eV
net charge = 0
gap between HOMO and LUMO = 9.90 eV
SMILES string = CC(C)O.CO.CO.CO.CO.CO
molar mass = 220.31 g/mol
HOMO = -9.51 eV
maximum force = 1.300 eV/A



Entry 2:
One molecule with the formula C8H10, computed with the ωB97M-V functional and the def2-TZVPD basis.

Geometry (Å):
C -2.32644 -0.49914 -0.38052
H -3.30524 -1.14532 -0.50252
C -1.11057 1.51235 -0.91832
C 2.59834 -0.07524 0.65220
C 0.03381 0.98187 -0.42645
H -1.23901 -2.10943 0.60944
H 0.84704 1.55185 -0.20373
H 3.32078 -0.66707 1.14322
C 0.06031 -0.30535 0.09293
H 2.75908 0.18412 -0.42695
C 1.35945 -0.92144 0.73987
H -1.21126 2.39341 -1.52373
H 1.48943 -1.79722 0.37447
H 2.18144 0.92560 1.19282
H 1.07608 -1.04253 1.71036
H -3.07546 1.28537 -1.39320
C -1.13038 -1.06264 0.23433
C -2.32740 0.79079 -0.97422

Output
DFT total energy = -8456.15833 eV
relative energy (zero: lowest compared OMol25 entry of this formula, charge and spin) = 2.111 eV
net charge = 0
gap between HOMO and LUMO = 10.09 eV
SMILES string = CCc1ccccc1
molar mass = 106.17 g/mol
HOMO = -9.01 eV
maximum force = 6.635 eV/A